# 1
Computed, not measured: a cluster of 3 separate species, C28H46BI2N4O8P3S2 in total in a non-equilibrium geometry, with ωB97M-V with the def2-TZVPD basis set.

Results
HOMO: -7.99 eV
LUMO level: -0.0907 eV
SMILES string: CNC[C@@H](O[C@](S)([C@@](CCCCn1cccc1)(OB(O)O)N(C[C@@H](C)I)P(N)O)P(O)(O)=S)P(O)I.c1ccccc1.c1ccccc1

The geometry in ORCA input format:
```
! RIJCOSX wB97M-V def2-TZVPD def2/J DEFGRID3
* xyz 0 1
C 5.19779 2.13845 -0.51206
N 3.98874 2.77757 0.02610
C 3.41213 1.98014 1.13612
C 1.89964 2.15600 1.12919
O 1.22165 1.66638 2.27384
C 1.16345 0.28069 2.59724
S 1.57867 -0.78503 1.13449
C -0.31879 -0.00425 3.14290
C -0.80820 -1.44335 2.92386
C -0.04333 -2.59525 3.58024
C -0.79223 -3.90320 3.30699
C -0.27766 -4.58136 2.03066
N -1.33342 -5.12913 1.19391
C -2.23209 -4.39534 0.47778
C -3.07156 -5.25000 -0.21437
C -2.64093 -6.55588 0.10966
C -1.57218 -6.46360 0.98752
O -0.42123 0.13914 4.54326
B -0.18259 1.27675 5.26386
O 0.00112 1.07232 6.62711
O -0.10300 2.54701 4.73839
N -1.25755 0.92596 2.45278
C -1.27746 0.70262 0.99673
C -1.94287 1.82449 0.15964
C -0.99893 2.25331 -0.98252
I -3.73263 1.14569 -0.85529
P -2.83337 0.92892 3.18262
N -3.74424 -0.19041 2.26969
O -3.49607 2.33340 2.63816
P 2.56732 0.01360 3.84912
O 3.86055 -0.48183 3.03135
O 2.94395 1.51367 4.26042
S 2.34483 -1.07609 5.41297
P 1.69997 4.07093 1.04919
O 2.76643 4.55476 2.18608
I -0.41083 4.63324 2.10270
H 5.00867 1.11554 -0.84475
H 5.48496 2.69344 -1.40195
H 6.01824 2.18573 0.19520
H 3.32451 2.72103 -0.73867
H 3.67323 0.93931 0.94197
H 3.83249 2.30831 2.08181
H 1.47376 1.84230 0.17537
H 2.23594 -1.79154 1.71971
H -0.92868 -1.67136 1.86917
H -1.79425 -1.52490 3.36991
H -0.06893 -2.42113 4.65198
H 1.00629 -2.66021 3.31814
H -1.85414 -3.69912 3.19763
H -0.69802 -4.58433 4.14833
H 0.26987 -3.85007 1.43593
H 0.40914 -5.39459 2.23986
H -2.21212 -3.32004 0.49020
H -3.86423 -4.96763 -0.87853
H -3.03764 -7.49295 -0.23911
H -1.00173 -7.25554 1.43069
H -0.49150 1.74342 7.10590
H -0.59946 3.17578 5.26495
H -1.73204 -0.23940 0.69342
H -0.27265 0.67820 0.59547
H -2.14508 2.71408 0.73717
H -0.33183 3.05085 -0.65381
H -0.41708 1.41786 -1.36221
H -1.59171 2.67464 -1.78545
H -4.13696 -0.86951 2.90798
H -4.52115 0.26596 1.80123
H -3.45889 2.91772 3.39962
H 4.47690 0.25364 2.93048
H 3.20047 1.49719 5.19233
H 3.63982 4.58996 1.77405
C 1.13757 -2.07058 -4.54018
C 0.10467 -1.83083 -5.43573
C -1.08720 -1.27769 -4.98829
C -1.24253 -0.95410 -3.64887
C -0.20801 -1.19109 -2.75324
C 0.98061 -1.75268 -3.19746
H 2.06556 -2.50553 -4.88836
H 0.22870 -2.07426 -6.48290
H -1.89418 -1.09438 -5.68572
H -2.17017 -0.51857 -3.29864
H -0.33097 -0.94055 -1.70545
H 1.78491 -1.94348 -2.49756
C -1.69878 2.12164 -6.24255
C -0.34619 2.09698 -5.93221
C 0.56768 2.72512 -6.76623
C 0.12881 3.38437 -7.90643
C -1.22376 3.41131 -8.21470
C -2.13751 2.77694 -7.38440
H -2.41153 1.62922 -5.59292
H -0.00546 1.58600 -5.04028
H 1.62324 2.70115 -6.52752
H 0.84167 3.87739 -8.55479
H -1.56623 3.92657 -9.10279
H -3.19222 2.79411 -7.62718
*
```

Atomic partial charges in e from the Mulliken method, atoms 1 to 4:
1 C -1.028
2 N -0.315
3 C -1.651
4 C 0.273



# 2
Computed, not measured: a structure of composition C29H38Cl5N3RhSbSeSi3, with ωB97M-V with the def2-TZVPD basis set.

Results
HOMO: -7.93 eV
LUMO level: -0.6219 eV

The geometry in ORCA input format:
```
! RIJCOSX wB97M-V def2-TZVPD def2/J DEFGRID3
* xyz 0 1
Rh 1.77118 0.48618 -1.00666
C -1.55197 2.58523 1.21854
Sb -0.60564 0.73648 1.78555
C 1.36889 1.12292 0.95384
C 2.35323 0.15888 1.49383
C 2.74329 -0.26143 2.75752
C 3.76982 -1.18966 2.83155
C 4.37422 -1.67706 1.67646
C 3.92938 -1.22136 0.44930
N 2.94191 -0.33450 0.40270
Si 1.91767 2.89583 1.44905
C 1.28783 4.25678 0.33975
C 1.34840 3.19749 3.22583
C 3.77130 3.06493 1.60018
C -1.60858 -0.71809 0.45055
C -0.93577 -1.16929 -0.80347
C -1.66669 -1.72235 -1.86263
C -1.05308 -2.52377 -2.80334
C 0.29548 -2.81511 -2.66892
C 0.98347 -2.13822 -1.68660
N 0.41458 -1.27563 -0.82874
Si -3.44440 -0.20806 0.25492
C -4.15021 0.46654 1.87002
C -3.65359 1.04043 -1.11972
C -4.62621 -1.62495 -0.12738
Si -1.50995 -2.33091 1.52107
C -1.92299 -3.82858 0.47964
C 0.22424 -2.61144 2.17406
C -2.65121 -2.27071 3.00223
H -1.09981 3.36552 1.82495
H -2.61214 2.54476 1.45152
H -1.41958 2.81944 0.17103
H 2.25848 0.12371 3.64454
H 4.10959 -1.53446 3.79968
H 5.19024 -2.38189 1.72809
H 4.36829 -1.52706 -0.49137
H 0.21016 4.26857 0.19748
H 1.76151 4.19238 -0.63886
H 1.57867 5.20928 0.79200
H 0.28757 3.07695 3.44624
H 1.61813 4.22594 3.48071
H 1.90056 2.54644 3.90894
H 4.27798 3.21435 0.64949
H 4.24980 2.22637 2.10822
H 3.94074 3.95757 2.21070
H -2.73242 -1.57041 -1.91755
H -1.63524 -2.95059 -3.61043
H 0.81928 -3.47684 -3.34343
H 2.05577 -2.24603 -1.59558
H -3.43351 0.83534 2.60208
H -4.74180 -0.30660 2.36090
H -4.82777 1.29080 1.63154
H -3.25239 2.01913 -0.86863
H -4.72186 1.15901 -1.32172
H -3.17554 0.72382 -2.04833
H -4.60477 -2.40404 0.63506
H -4.50693 -2.10242 -1.09939
H -5.62838 -1.18522 -0.10726
H -1.13291 -4.03402 -0.24610
H -2.86606 -3.74867 -0.05904
H -1.98853 -4.69179 1.14803
H 0.99131 -2.39371 1.43010
H 0.31905 -3.66551 2.45020
H 0.42782 -2.01731 3.06546
H -3.70480 -2.36329 2.74161
H -2.51767 -1.36176 3.58996
H -2.39457 -3.11790 3.64416
Cl 3.11583 -0.98673 -3.88190
C 1.62971 -0.10656 -4.13668
C 1.09483 0.63485 -3.09324
C -0.01176 1.40331 -3.41073
Cl -0.57053 2.49715 -2.18772
C -0.64788 1.37452 -4.64666
Cl -2.05411 2.32273 -4.94374
C -0.12918 0.55161 -5.64277
Cl -0.90518 0.45445 -7.17523
C 1.03221 -0.17794 -5.39312
Cl 1.69530 -1.17439 -6.63179
Se 3.42898 2.05114 -1.78371
C 4.93871 1.38176 -0.97561
N 5.90024 0.96367 -0.49121
*
```

Atomic partial charges in e from the Mulliken method, atoms 1 to 4:
1 Rh -0.602
2 C -0.947
3 Sb 0.326
4 C 1.553



# 3
Computed, not measured: an isolated molecule of C5H6ClNS in a non-equilibrium geometry, with ωB97M-V with the def2-TZVPD basis set.

Results
HOMO: -7.96 eV
LUMO level: 0.5253 eV
SMILES string: SN1C=CC=C[C@@H]1Cl

The geometry in ORCA input format:
```
! RIJCOSX wB97M-V def2-TZVPD def2/J DEFGRID3
* xyz 0 1
C 1.65722 -0.66688 -0.14013
C 1.35059 0.44696 -0.97987
C 0.68068 -1.20142 0.65083
C 0.08883 0.94301 -0.83499
C -0.76645 -0.86597 0.66900
N -0.77653 0.68038 0.15333
S -2.38586 1.30489 0.29635
Cl -1.89941 -1.81303 -0.31005
H 2.62757 -1.21119 -0.12656
H 1.89925 1.11535 -1.72690
H 0.96602 -1.99584 1.33286
H -0.33342 1.78346 -1.36588
H -1.15035 -0.95455 1.65992
H -1.95814 2.43482 0.72209
*
```

Atomic partial charges in e from the Mulliken method, atoms 1 to 4:
1 C -0.083
2 C -0.482
3 C -0.565
4 C -0.037



# 4
Computed, not measured: a cluster of 2 separate species, CH5ISi in total in a non-equilibrium geometry, with ωB97M-V with the def2-TZVPD basis set.

Results
HOMO (alpha / beta): -9.74 / -8.52 eV
LUMO level (alpha / beta): -0.7180 / -0.8038 eV

The geometry in ORCA input format:
```
! RIJCOSX wB97M-V def2-TZVPD def2/J DEFGRID3
* xyz 0 1
C 1.26268 0.67038 -0.22964
Si -0.04153 -0.72473 -0.05659
I 3.13842 0.28738 0.60859
H 0.95336 1.65578 -0.51060
H 0.20578 2.45355 1.16956
H -0.22966 -1.08612 1.30736
H -1.42370 -0.41443 -0.56279
H 0.73280 -1.75249 -0.79929
*
```

Atomic partial charges in e from the Mulliken method, atoms 1 to 4:
1 C -0.780
2 Si 0.404
3 I 0.053
4 H 0.581



Looking at energy relative to the best compared isomer or geometry (same formula, charge and spin) for the records above, in order, we have 65.32, 42.92, 206.76, 520.07 kJ/mol.